1.
31
Properties=species:S:1:pos:R:3:forces:R:3 method="wB97M-V/def2-TZVPD" de_lowest_kj_mol=213.46 orbital_gap_ev=11.07 e_tot_ha=-538.7680 homo_energy_ev=-13.67 fmax_ha_per_bohr=0.0802 charge=+1 smiles="C[NH+](C)C[C@]1(C(N)=O)CC1(C)C"
C -0.76449 1.19457 -0.70281 -0.334 -1.446 0.420
C 1.75903 0.49844 -0.63918 -0.276 -1.947 1.834
C 0.36416 0.24281 -0.07659 -1.073 1.478 -0.603
C 1.35387 1.03430 0.71078 2.119 1.110 0.154
C 1.05873 2.48365 1.01297 4.124 -0.034 -0.046
C 2.34157 0.64767 1.81673 -2.101 -0.995 2.533
C -0.85249 -2.69024 -1.17509 2.657 -2.006 -1.891
C -2.66533 -1.74952 0.14393 -2.840 -1.379 0.243
C -0.30694 -0.94020 0.53579 -0.156 -1.697 0.579
N -0.48147 1.80765 -1.88730 0.512 -0.306 0.884
N -1.37455 -1.58207 -0.44604 1.485 2.008 -0.429
O -1.91484 1.13660 -0.23401 1.770 0.258 -0.782
H 2.50386 -0.31048 -0.57227 -0.497 0.394 -0.140
H 1.81968 1.06567 -1.49784 0.252 1.097 -1.567
H 0.41433 2.53394 1.79155 -2.127 -0.022 2.687
H 0.60067 3.03070 0.25985 -0.337 1.212 -1.683
H 2.05218 2.95505 1.44460 -2.071 -0.469 -1.377
H 1.86691 0.89684 2.84093 0.681 -0.331 -1.453
H 3.20856 1.26596 1.75909 0.573 0.421 -0.352
H 2.67709 -0.38147 1.93471 -0.171 -0.213 -0.511
H -0.83279 -3.73062 -0.73710 0.012 1.529 0.314
H -1.38523 -2.81192 -2.12448 -0.117 0.182 0.220
H 0.19104 -2.31415 -1.44995 -1.119 -1.203 0.182
H -2.54224 -2.54760 0.97246 -0.573 1.455 -1.264
H -2.93345 -0.73814 0.48612 -0.287 -0.725 0.298
H -3.48310 -2.09662 -0.67216 2.100 0.643 1.916
H -0.85737 -0.57723 1.45055 0.449 -0.763 -1.011
H 0.40350 -1.80783 0.74905 -0.911 1.357 0.074
H 0.44768 2.10783 -2.17106 -0.534 -0.311 0.203
H -1.25338 2.26993 -2.30202 -0.615 0.663 -0.349
H -1.41519 -0.89352 -1.22120 -0.597 0.038 0.915

---

2.
34
Properties=species:S:1:pos:R:3:forces:R:3 method="wB97M-V/def2-TZVPD" de_lowest_kj_mol=0.86 orbital_gap_ev=9.37 e_tot_ha=-1067.2793 homo_energy_ev=-8.75 fmax_ha_per_bohr=0.0120 smiles="CC(C)CNC(=S)NNC(=O)C[C@H](C)O"
C 0.25989 0.61687 -4.78093 0.336 0.015 0.033
H -0.62969 0.40264 -4.19143 -0.147 -0.038 0.051
H 0.20930 1.64597 -5.13094 -0.070 0.115 -0.082
H 0.24708 -0.03837 -5.64827 -0.092 -0.061 -0.089
C 1.52982 0.38103 -3.96479 -0.181 0.032 0.204
C 1.56360 -1.04115 -3.41280 0.164 0.181 -0.129
H 0.70273 -1.22801 -2.77377 -0.084 -0.054 0.084
H 2.46401 -1.20247 -2.82577 0.053 -0.083 0.085
H 1.54682 -1.76289 -4.22555 -0.043 -0.113 -0.078
H 2.39447 0.52345 -4.62133 -0.011 0.047 0.035
C 1.67146 1.41300 -2.83353 0.431 -0.006 -0.439
N 0.61673 1.33260 -1.85294 -0.542 -0.059 0.146
C 0.75608 0.75010 -0.64921 -0.042 -0.126 0.223
S 2.21048 0.29344 0.00350 0.565 -0.138 0.192
N -0.40179 0.49538 0.02955 -0.475 0.360 0.011
N -0.31949 0.14828 1.38166 0.363 -0.196 -0.316
C -1.23252 0.68259 2.23746 0.212 -0.073 -0.005
O -2.18293 1.31567 1.81613 -0.277 0.202 -0.044
C -1.02204 0.28906 3.67610 -0.268 -0.241 -0.064
H -1.53705 1.01067 4.30864 0.036 0.063 -0.075
H 0.04005 0.27192 3.92153 0.044 -0.023 0.061
C -1.61552 -1.11648 3.93075 -0.174 0.364 0.325
C -1.54199 -1.46579 5.41241 -0.035 -0.022 -0.484
H -2.11945 -0.75882 6.00014 -0.056 0.078 0.090
H -0.50639 -1.45140 5.74062 0.133 0.018 0.077
H -1.93656 -2.46613 5.56511 -0.048 -0.082 0.062
H -2.66963 -1.10970 3.60862 0.150 0.042 0.056
O -0.90348 -2.11042 3.23182 0.170 -0.309 -0.085
H -0.95410 -1.94034 2.28399 -0.003 0.035 0.036
H 0.63236 -0.12512 1.63529 -0.208 0.102 0.028
H -1.23955 1.05483 -0.12925 0.175 -0.096 0.046
H -0.31896 1.51547 -2.18520 0.012 -0.020 0.095
H 1.67388 2.42346 -3.25404 0.040 -0.045 0.041
H 2.61238 1.25065 -2.30357 -0.129 0.130 -0.092

---

3.
35
Properties=species:S:1:pos:R:3:forces:R:3 method="wB97M-V/def2-TZVPD" de_lowest_kj_mol=28.91 orbital_gap_ev=9.93 e_tot_ha=-819.5758 homo_energy_ev=-9.31 fmax_ha_per_bohr=0.0494 smiles="NCCCC[C@H](N)C(=O)N[C@@H](CO)C(=O)O"
C -0.83421 -0.35207 -0.45447 0.971 -0.504 0.488
C 0.31783 0.26098 0.42221 -0.091 1.998 1.566
C -2.18215 -0.51442 0.27734 0.839 1.744 -1.280
C -3.24097 -1.38277 -0.36211 -0.300 -0.750 -0.666
C -4.57742 -1.15109 0.37570 0.038 0.654 -0.381
C -5.16322 0.28320 0.05713 0.831 -0.751 0.531
C 2.77200 0.78122 0.33596 -0.813 -0.522 -0.282
C 3.62523 1.22935 -0.84271 0.212 -0.780 0.393
C 3.55879 -0.17140 1.26852 0.918 1.443 -1.840
H -0.89326 -1.92608 -1.68945 1.236 -0.172 1.053
H -0.20064 -2.31580 -0.19796 -0.137 0.362 -0.479
H -0.97516 0.30735 -1.32252 0.228 -0.117 0.127
H -2.55257 0.53720 0.41660 0.395 -1.145 0.462
H -1.92713 -1.02093 1.16139 0.073 -0.034 1.843
H -3.37526 -1.21110 -1.46238 0.182 -0.085 0.750
H -2.90002 -2.44219 -0.21010 -0.534 0.732 -0.407
H -4.37313 -1.27490 1.44460 -0.160 0.414 0.006
H -5.31353 -1.93160 0.14915 0.050 0.184 -0.269
H -4.35397 1.02593 0.25619 -0.735 -0.461 -0.367
H -5.43613 0.31835 -1.01809 0.120 0.037 0.368
H -6.67213 1.47468 0.89028 0.191 0.766 -0.277
H -7.00848 -0.06144 0.91230 -0.172 -0.614 -0.109
H 1.58922 -0.52009 -0.89298 0.202 -0.064 -0.228
H 2.50954 1.66312 0.88134 -0.368 0.702 0.484
H 2.92372 -0.50275 2.03960 -0.742 -0.246 1.045
H 4.43943 0.38972 1.65550 -0.525 -0.494 -0.026
H 4.69569 -1.09284 -0.02219 -0.068 0.154 0.112
H 3.65943 1.77321 -2.57091 -0.023 0.278 -0.451
N -0.21243 -1.61034 -0.94856 -1.942 -0.315 -1.267
N -6.24148 0.57906 0.98301 -0.040 -0.302 0.353
N 1.54069 0.19395 -0.18568 -0.345 -0.155 0.341
O 0.17052 0.85975 1.50928 -0.163 -1.209 -1.959
O 4.83099 1.12978 -0.81364 -0.312 0.365 -0.364
O 3.91666 -1.29306 0.50953 0.416 -0.881 -0.005
O 2.94453 1.65020 -1.93357 0.571 -0.231 0.734

---

4.
36
Properties=species:S:1:pos:R:3:forces:R:3 method="wB97M-V/def2-TZVPD" de_lowest_kj_mol=103.35 orbital_gap_ev=9.06 e_tot_ha=-853.8660 homo_energy_ev=-8.58 fmax_ha_per_bohr=0.0497 smiles="[H]/N=C(/N)NCCC[C@H](N)C(=O)N[C@@H](C)C(=O)O"
C 0.24241 -1.13527 1.89210 1.816 0.073 0.647
C 0.13305 -1.41167 0.41457 -1.160 1.012 0.398
C -0.38862 0.16414 2.36339 -1.152 0.379 1.492
C -0.30048 1.43594 1.47809 -0.625 -0.597 0.944
C 1.07444 1.72457 0.95976 1.293 0.568 1.622
C 0.69128 3.13222 -1.01167 -1.250 -1.749 -0.445
C -1.41331 -2.09403 -1.36820 -0.168 0.705 -1.984
C -0.90041 -3.46641 -1.82660 1.321 0.503 -0.893
C -1.02453 -0.94445 -2.38249 -0.109 -1.488 1.132
H 2.32121 -0.69830 1.67912 -1.025 -0.138 0.276
H 2.00120 -2.03695 2.49479 -0.072 -0.360 0.067
H -0.20767 -1.93635 2.46067 -0.348 -0.306 0.079
H -0.01670 0.24312 3.42624 0.123 0.510 -1.230
H -1.44788 -0.03749 2.58149 -0.095 0.159 -0.492
H -1.02832 1.29388 0.69078 -0.114 0.151 -0.512
H -0.62458 2.33640 2.04510 0.021 -0.662 -0.131
H 1.72777 1.74638 1.88907 -0.366 0.149 -1.186
H 1.48603 0.97807 0.31101 0.051 -0.564 -0.188
H 1.06985 3.82379 0.77143 -0.016 0.450 0.933
H 0.35822 1.22902 -1.31194 0.093 1.158 -0.456
H 1.22958 5.08694 -1.05393 -0.313 -0.035 -0.648
H 0.22394 4.48933 -2.35012 0.095 0.474 -0.748
H -1.74817 -2.02025 0.62331 -1.612 -0.565 1.902
H -2.49371 -2.16879 -1.34088 -0.366 -0.147 -0.199
H -1.29108 0.01441 -1.94040 -0.292 -0.021 -0.408
H 0.04035 -1.00458 -2.42452 0.664 0.316 -0.363
H -1.41274 -1.15389 -3.38004 -0.288 0.238 0.272
H -0.51231 -5.10321 -1.06776 0.508 -1.208 -0.424
N 1.64497 -1.10634 2.35056 0.899 0.053 -0.509
N 1.18363 2.97819 0.26806 0.339 0.555 -0.874
N 0.28217 2.16158 -1.77569 0.548 0.382 0.771
N 0.50519 4.46211 -1.39860 0.575 -0.861 1.277
N -1.05101 -1.85034 -0.01150 0.440 0.169 -0.877
O 0.96440 -1.06166 -0.37324 2.182 -0.016 -0.944
O -0.46033 -3.79363 -2.91004 -0.930 0.532 0.859
O -0.85783 -4.27647 -0.77194 -0.666 0.181 0.843

---

5.
31
Properties=species:S:1:pos:R:3:forces:R:3 method="wB97M-V/def2-TZVPD" de_lowest_kj_mol=836.39 orbital_gap_ev=10.22 e_tot_ha=-559.2728 homo_energy_ev=-9.56 fmax_ha_per_bohr=0.2606 smiles="CCCCCC[C@H](N)CC(=O)O"
C 3.99385 -0.99039 0.37274 0.441 1.901 -1.747
C 2.75979 -1.88947 0.40706 0.559 2.276 3.242
C 1.40163 -1.33251 -0.00469 4.240 3.968 2.632
C 1.08756 -0.17029 1.06758 -3.214 -6.564 0.326
C -0.26172 0.46215 0.81552 -0.288 -8.982 9.087
C -0.46459 1.00347 -0.36184 -0.771 6.481 -6.830
H -0.41622 0.27752 -1.06382 0.357 -2.402 -2.606
H 0.35766 1.70440 -0.70333 -0.562 -0.237 0.482
C -1.76297 1.71665 -0.62803 -0.808 -1.204 9.823
N -1.92767 2.77489 0.50754 8.164 -10.345 1.400
H -1.07717 3.13683 0.39093 3.590 3.386 0.259
H -2.61879 3.21045 0.30892 -10.470 7.839 -2.909
C -3.00782 0.98946 -0.40087 -2.980 -8.593 1.783
C -3.06458 -0.40479 -1.41654 1.858 6.130 -2.239
O -2.99379 -0.10481 -2.69699 -0.643 -3.478 6.224
O -2.92122 -1.57017 -0.70271 -0.537 4.831 1.217
H -2.95273 -2.08903 -1.41713 0.052 -4.999 -4.147
H -3.04040 0.36306 0.72626 -0.009 2.442 -3.074
H -4.05476 1.31572 -0.65465 1.453 0.898 0.530
H -1.92505 2.06292 -1.47353 -0.071 3.807 -8.173
H -0.90073 -0.59999 0.86248 0.859 2.415 -0.237
H -0.54891 0.75555 1.79653 -0.659 1.987 0.283
H 1.18542 -0.74761 2.10320 -0.830 1.286 -1.826
H 1.78702 0.50861 1.15571 4.055 3.402 -0.339
H 0.85157 -2.14950 -0.19570 -3.187 -2.500 0.259
H 1.53228 -0.87586 -0.94573 0.289 0.720 -1.376
H 3.08418 -2.62052 -0.14805 1.019 -4.221 -3.958
H 2.81859 -2.45033 1.35721 -0.908 0.674 0.356
H 4.03164 -0.19495 1.16659 -0.445 -0.140 -1.225
H 4.96017 -1.47292 0.55662 -0.409 -0.663 -0.123
H 4.08776 -0.61853 -0.78127 -0.146 -0.118 2.907

---

6.
38
Properties=species:S:1:pos:R:3:forces:R:3 method="wB97M-V/def2-TZVPD" orbital_gap_ev=10.27 e_tot_ha=-1086.1476 homo_energy_ev=-9.98 fmax_ha_per_bohr=0.0170 smiles="CCNC(=O)OO.COC(=O)OC.COC(=O)OC"
C 2.30639 2.32340 -0.68308 0.140 0.119 0.355
C 1.48766 1.35914 0.16839 -0.341 0.612 -0.150
N 0.82588 0.29735 -0.63491 0.555 -0.464 0.489
C 1.67382 -0.46198 -1.47349 -0.333 0.323 -0.641
O 1.78735 -0.29887 -2.64929 0.130 -0.046 0.465
O 2.30285 -1.57238 -0.87765 0.129 -0.107 -0.044
O 3.42732 -1.05311 -0.14202 -0.276 0.078 0.105
H 1.67674 3.11851 -1.08323 0.026 -0.173 -0.196
H 3.05518 2.80129 -0.04403 -0.085 -0.013 -0.081
H 2.84636 1.82522 -1.48797 -0.080 0.020 -0.015
H 0.67666 1.92454 0.63689 0.065 -0.109 0.004
H 2.09493 0.95960 0.98604 0.056 -0.179 -0.170
H 0.41503 -0.36293 0.02210 -0.048 0.091 -0.021
H 3.12926 -1.14983 0.77614 0.005 -0.067 -0.082
C 1.32821 -4.43790 -1.63256 0.087 0.005 -0.147
O 0.76304 -5.67336 -1.17543 -0.022 0.000 -0.016
C 0.08992 -5.56929 -0.03482 0.008 -0.041 -0.025
O -0.06887 -4.56082 0.60509 -0.006 0.040 0.031
O -0.38331 -6.77339 0.28562 0.001 -0.021 -0.008
C -1.13463 -6.80668 1.50100 -0.063 -0.080 0.071
H 1.84039 -4.66163 -2.56314 -0.034 -0.093 0.009
H 0.54373 -3.70588 -1.81349 0.004 0.028 0.064
H 2.03666 -4.05079 -0.90840 -0.029 0.044 0.058
H -2.00611 -6.15866 1.43150 0.027 0.047 0.011
H -0.51634 -6.50194 2.34310 -0.005 0.054 -0.009
H -1.44979 -7.83786 1.62782 0.027 -0.013 -0.050
C -2.48663 5.94392 2.55834 -0.017 0.072 0.106
O -3.12322 5.57163 1.33324 -0.014 0.007 -0.006
C -2.40340 4.75467 0.56719 -0.073 -0.010 -0.067
O -1.30741 4.32915 0.82580 0.119 -0.041 0.061
O -3.10072 4.48670 -0.53318 -0.015 0.007 -0.004
C -2.43707 3.61231 -1.45323 -0.017 -0.061 -0.111
H -3.18388 6.60186 3.06770 -0.037 -0.007 -0.045
H -2.29043 5.06601 3.17066 0.045 -0.016 -0.027
H -1.55524 6.47110 2.36171 0.030 -0.046 -0.010
H -2.23583 2.64798 -0.99114 0.048 0.015 0.026
H -1.50557 4.05578 -1.79886 0.030 -0.011 0.044
H -3.11890 3.48714 -2.28838 -0.038 0.036 0.028

---

no.,LUMO level (eV)
1,-2.60
2,0.62
3,0.62
4,0.48
5,0.66
6,0.29